(1)
The following is a quantum chemistry calculation of 10 unconnected molecules or ions with the total composition C33H62F5N4O22 at a distorted geometry, from the OMol25 dataset.

Structure (ORCA input):
```
! wB97M-V def2-TZVPD RIJCOSX def2/J DEFGRID3
* xyz -1 1
C 3.247 0.149 -2.923
N 2.782 -1.169 -3.491
C 3.220 -1.288 -4.906
C 3.417 -2.225 -2.622
C 1.285 -1.317 -3.219
C 0.440 -0.464 -4.178
O 0.564 0.881 -3.788
H 2.898 0.167 -1.888
H 2.773 1.004 -3.396
H 4.334 0.178 -2.912
H 2.722 -2.120 -5.395
H 4.303 -1.380 -4.933
H 2.960 -0.333 -5.359
H 3.020 -2.094 -1.615
H 4.496 -2.070 -2.606
H 3.253 -3.249 -2.953
H 1.082 -1.217 -2.152
H 1.110 -2.347 -3.548
H -0.609 -0.779 -4.144
H 0.628 -0.592 -5.245
H 0.390 1.002 -2.841
C -0.506 0.045 -0.317
O -1.789 0.120 -0.129
O 0.242 -0.831 0.254
O -0.014 0.875 -1.172
C 4.435 1.455 0.384
C 3.515 0.612 1.269
C 3.934 0.608 2.745
O 5.167 -0.106 2.921
C 5.771 0.209 4.164
N 2.141 1.095 1.168
H 5.398 1.023 0.113
H 4.718 2.333 0.979
H 3.913 1.848 -0.490
H 3.547 -0.426 0.912
H 3.215 0.053 3.355
H 4.029 1.624 3.139
H 6.808 -0.127 4.142
H 5.246 -0.184 5.035
H 5.862 1.300 4.201
H 1.493 0.315 1.311
H 1.872 1.135 0.178
C 1.751 -4.799 -0.420
C 1.849 -4.179 0.968
C 2.601 -5.023 1.982
O 2.899 -4.242 3.130
C 3.442 -4.954 4.205
N 2.410 -2.819 0.863
H 1.267 -5.775 -0.403
H 2.763 -4.894 -0.826
H 1.201 -4.123 -1.076
H 0.832 -3.966 1.322
H 3.585 -5.319 1.598
H 1.972 -5.862 2.294
H 4.152 -5.716 3.868
H 2.668 -5.396 4.840
H 4.004 -4.300 4.873
H 2.692 -2.532 1.796
H 1.670 -2.178 0.584
C -3.520 2.007 2.788
C -2.866 2.957 1.800
C -2.807 4.430 2.178
O -4.098 5.009 2.091
C -4.040 6.336 2.540
N -1.485 2.496 1.573
H -4.604 2.172 2.790
H -3.242 2.191 3.828
H -3.350 0.975 2.479
H -3.444 2.799 0.878
H -2.204 4.910 1.391
H -2.202 4.613 3.074
H -3.272 6.957 2.057
H -3.979 6.359 3.631
H -4.904 6.944 2.247
H -1.114 3.093 0.833
H -1.613 1.638 1.021
C -0.743 -1.019 2.968
C -1.675 -2.090 2.471
O -2.847 -1.881 3.191
C -2.575 -1.190 4.326
O -3.311 -0.980 5.231
O -1.284 -0.795 4.290
F -1.186 -3.364 2.681
H -0.927 -0.092 2.428
H 0.310 -1.274 2.943
H -1.833 -2.019 1.399
C 1.228 4.130 -0.438
C 2.492 4.961 -0.826
O 1.923 6.166 -1.209
C 0.551 6.161 -1.142
O -0.124 7.106 -1.353
O 0.136 4.943 -0.759
F 3.044 4.339 -1.923
H 1.272 4.026 0.651
H 1.163 3.163 -0.933
H 3.103 5.013 0.071
C -4.903 -0.811 0.227
C -6.175 0.022 -0.021
O -7.147 -1.004 -0.262
C -6.480 -2.071 -0.773
O -7.003 -3.000 -1.303
O -5.174 -1.918 -0.608
F -5.993 0.729 -1.182
H -4.856 -1.126 1.275
H -3.993 -0.214 0.129
H -6.467 0.774 0.708
C -3.056 2.372 -2.085
C -2.693 1.335 -3.147
O -2.637 2.089 -4.330
C -3.029 3.381 -4.104
O -3.084 4.261 -4.907
O -3.117 3.607 -2.786
F -3.675 0.373 -3.182
H -2.242 2.448 -1.365
H -3.979 2.098 -1.579
H -1.763 0.827 -2.902
C -2.299 -2.502 -2.010
C -1.696 -3.319 -0.894
O -1.325 -4.509 -1.620
C -1.089 -4.149 -2.904
O -0.723 -4.925 -3.739
O -1.478 -2.890 -3.123
F -2.623 -3.752 0.004
H -2.124 -1.427 -1.942
H -3.376 -2.637 -2.117
H -0.838 -2.887 -0.373
*
```

Its frontier orbital gap is 7.2 eV. Its molar mass is 961.855 g/mol. The calculation puts the HOMO energy at -5.6 eV. As for the energy above the lowest of the compared OMol25 structures with the same formula, charge and spin: 0.0 kcal/mol.

=====

(2)
The following is a quantum chemistry calculation of a molecular structure, C33H63Br2N5O4PS2 at a distorted geometry, from the OMol25 dataset.

Structure (ORCA input):
```
! wB97M-V def2-TZVPD RIJCOSX def2/J DEFGRID3
* xyz 1 1
C 2.827 -2.321 -2.799
C 1.510 -2.974 -3.203
C 0.407 -1.958 -3.547
C -0.826 -2.111 -2.655
N -2.079 -1.558 -3.197
C -2.394 -0.194 -2.839
C -1.269 0.802 -2.992
N -1.733 2.047 -2.269
C -0.456 2.759 -1.856
C -0.502 4.260 -1.696
C 0.893 4.745 -1.292
S 1.951 5.301 -2.639
C 2.990 3.896 -2.899
S 4.586 4.105 -2.992
N 2.317 2.673 -3.129
C 2.936 1.492 -2.509
C 3.305 1.666 -1.046
C 2.103 2.488 -4.570
C 0.980 1.489 -4.878
C -2.903 1.628 -1.301
C -2.855 2.025 0.208
C -1.618 1.865 1.091
C -0.881 3.005 1.388
C 0.245 2.976 2.170
C 0.665 1.775 2.707
C -0.091 0.648 2.485
C -1.235 0.667 1.700
C -2.000 -0.623 1.608
C -4.184 2.290 -1.962
Br -3.834 4.188 -2.103
C -5.556 1.985 -1.280
C -6.446 1.097 -2.159
Br -6.619 3.598 -0.907
C -2.787 0.052 -1.371
P -4.064 -1.198 -0.981
N -3.525 -2.579 -0.531
O -4.930 -1.339 -2.302
O -5.036 -0.563 0.108
H 3.640 -3.041 -2.832
H 2.784 -1.957 -1.774
H 3.101 -1.506 -3.466
H 1.180 -3.596 -2.371
H 1.675 -3.655 -4.033
H 0.848 -0.975 -3.382
H 0.127 -2.040 -4.595
H -0.996 -3.170 -2.472
H -0.616 -1.661 -1.684
H -2.014 -1.589 -4.207
H -3.203 0.135 -3.490
H -1.046 1.053 -4.022
H -0.409 0.442 -2.437
H -2.077 2.640 -3.023
H 0.226 2.600 -2.693
H -0.013 2.222 -1.027
H -0.730 4.681 -2.676
H -1.268 4.627 -1.034
H 0.796 5.598 -0.627
H 1.410 3.966 -0.739
H 3.797 1.162 -3.095
H 2.192 0.699 -2.583
H 4.347 1.949 -0.932
H 2.705 2.431 -0.561
H 3.177 0.725 -0.519
H 3.033 2.131 -5.019
H 1.852 3.453 -4.998
H 0.573 1.064 -3.962
H 1.347 0.653 -5.466
H 0.181 1.953 -5.448
H -3.213 3.042 0.343
H -3.629 1.390 0.634
H -1.197 3.961 1.019
H 0.795 3.882 2.372
H 1.555 1.709 3.312
H 0.205 -0.283 2.938
H -2.024 -1.083 2.593
H -1.513 -1.341 0.953
H -3.029 -0.479 1.308
H -4.260 1.960 -2.992
H -5.441 1.591 -0.285
H -5.935 0.794 -3.066
H -7.330 1.637 -2.475
H -6.771 0.215 -1.625
H -1.871 -0.148 -0.820
H -2.524 -2.679 -0.469
H -4.744 -2.241 -2.609
H -5.386 -1.314 0.615
C 0.369 -2.528 4.694
O 1.652 -1.972 4.484
C 2.170 -1.253 5.601
C 3.299 -1.992 6.280
N 2.825 -3.184 6.964
C 3.869 -4.086 7.442
C 4.828 -4.701 6.431
O 4.241 -5.646 5.559
C 3.573 -5.116 4.436
H -0.008 -2.858 3.725
H 0.391 -3.398 5.358
H -0.325 -1.790 5.109
H 1.371 -1.021 6.312
H 2.564 -0.307 5.217
H 3.756 -1.322 7.015
H 4.057 -2.211 5.515
H 2.208 -3.698 6.349
H 3.370 -4.908 7.961
H 4.461 -3.553 8.193
H 5.578 -5.255 6.999
H 5.372 -3.942 5.854
H 4.058 -4.206 4.069
H 2.520 -4.898 4.644
H 3.607 -5.871 3.651
*
```

Its frontier orbital gap is 7.5 eV. Its molar mass is 848.814 g/mol. The calculation puts the HOMO energy at -10.1 eV.

=====

(3)
The following is a quantum chemistry calculation of 8 unconnected molecules or ions with the total composition C33H63F9N2O9 at a distorted geometry, from the OMol25 dataset.

Structure (ORCA input):
```
! wB97M-V def2-TZVPD RIJCOSX def2/J DEFGRID3
* xyz 0 1
C -9.657 9.952 -2.011
C -8.780 10.829 -1.146
O -9.130 10.818 0.225
C -10.220 11.475 0.614
O -10.962 12.068 -0.091
C -10.339 11.409 2.149
F -10.631 12.620 2.649
F -11.266 10.517 2.533
F -9.171 11.022 2.727
H -9.444 10.019 -3.078
H -10.712 10.221 -1.934
H -9.568 8.883 -1.807
H -8.795 11.870 -1.489
H -7.744 10.532 -1.307
C -4.866 10.967 -2.002
C -3.423 10.593 -1.843
O -2.631 11.810 -1.780
C -1.344 11.655 -1.618
O -0.762 10.611 -1.706
C -0.622 13.011 -1.467
F -0.636 13.636 -2.669
F -1.299 13.835 -0.638
F 0.624 12.805 -1.101
H -5.017 11.596 -2.884
H -5.139 11.621 -1.169
H -5.539 10.125 -2.133
H -3.115 9.992 -2.697
H -3.204 10.032 -0.938
C -8.178 12.679 -5.063
C -8.285 11.782 -6.277
O -7.187 10.881 -6.439
C -7.136 9.837 -5.619
O -7.990 9.517 -4.850
C -5.817 9.055 -5.745
F -5.040 9.425 -6.743
F -5.169 9.147 -4.578
F -6.103 7.757 -5.928
H -9.031 13.331 -4.916
H -7.197 13.161 -4.975
H -8.078 12.027 -4.184
H -8.298 12.336 -7.211
H -9.212 11.239 -6.077
C -13.247 17.234 -0.739
C -12.899 17.083 -2.232
N -11.761 16.231 -2.499
C -10.472 16.694 -2.033
C -10.128 18.127 -2.475
C -12.045 14.805 -2.370
C -10.974 13.984 -3.104
H -12.351 17.389 -0.137
H -13.616 16.258 -0.403
H -14.018 17.974 -0.540
H -13.768 16.671 -2.747
H -12.686 18.070 -2.653
H -10.461 16.671 -0.932
H -9.714 16.040 -2.453
H -9.050 18.189 -2.609
H -10.538 18.319 -3.473
H -10.550 18.933 -1.877
H -13.012 14.556 -2.803
H -12.100 14.553 -1.299
H -9.969 13.840 -2.720
H -10.951 14.363 -4.129
H -11.379 12.974 -3.245
C -7.540 4.840 -0.413
C -8.826 4.135 -0.750
N -9.166 4.170 -2.205
C -9.268 5.524 -2.711
C -7.959 6.171 -3.150
C -10.246 3.269 -2.503
C -10.257 2.843 -3.987
H -7.010 4.590 0.511
H -7.661 5.903 -0.166
H -6.813 4.770 -1.221
H -8.687 3.060 -0.619
H -9.631 4.452 -0.078
H -9.864 5.509 -3.627
H -9.847 6.149 -2.013
H -7.379 5.367 -3.622
H -8.143 6.824 -4.004
H -7.270 6.585 -2.419
H -11.255 3.682 -2.332
H -10.133 2.401 -1.854
H -10.399 3.719 -4.623
H -11.059 2.124 -4.147
H -9.291 2.462 -4.325
C -12.446 14.766 6.644
C -13.689 14.342 5.859
C -13.406 13.397 4.686
O -14.784 14.425 6.346
H -12.712 15.650 7.219
H -11.636 15.021 5.959
H -12.156 13.881 7.206
H -12.447 12.894 4.809
H -13.310 14.091 3.847
H -14.165 12.624 4.627
C -6.969 12.220 5.321
C -7.938 12.156 6.494
C -8.999 13.224 6.538
O -7.849 11.320 7.358
H -6.141 11.553 5.546
H -6.664 13.260 5.212
H -7.476 11.896 4.412
H -9.842 12.876 7.130
H -9.299 13.529 5.535
H -8.563 14.101 7.024
C -6.184 7.490 2.457
C -7.621 7.290 2.893
C -8.157 8.144 4.011
O -8.272 6.354 2.478
H -5.556 7.810 3.285
H -6.097 8.176 1.610
H -5.817 6.550 2.043
H -8.296 9.144 3.580
H -7.470 8.264 4.848
H -9.121 7.772 4.346
*
```

Its frontier orbital gap is 8.2 eV. Its molar mass is 802.854 g/mol. The calculation puts the HOMO energy at -8.1 eV. As for the SMILES: CCOC(=O)C(F)(F)F.CCOC(=O)C(F)(F)F.CCOC(=O)C(F)(F)F.CCN(CC)CC.CCN(CC)CC.CC(C)=O.CC(C)=O.CC(C)=O.

=====

(4)
The following is a quantum chemistry calculation of 12 unconnected molecules or ions with the total composition C33H63N3O9 at a distorted geometry, from the OMol25 dataset.

Structure (ORCA input):
```
! wB97M-V def2-TZVPD RIJCOSX def2/J DEFGRID3
* xyz 0 1
C 1.632 1.046 -4.333
C 0.519 0.105 -4.749
C 0.452 -1.250 -4.086
O -0.302 0.428 -5.570
H 2.549 0.892 -4.897
H 1.819 0.899 -3.271
H 1.226 2.045 -4.485
H 0.599 -1.079 -3.013
H 1.219 -1.938 -4.431
H -0.556 -1.642 -4.196
C 1.553 2.981 0.414
C 2.287 4.291 0.220
C 2.645 5.082 1.451
O 2.530 4.703 -0.881
H 2.063 2.254 -0.217
H 0.538 3.064 0.032
H 1.667 2.633 1.438
H 2.743 6.136 1.183
H 3.593 4.782 1.895
H 1.840 4.999 2.183
C 0.351 -1.582 0.847
C -0.065 -0.564 -0.184
C -1.538 -0.392 -0.458
O 0.772 0.070 -0.776
H 1.189 -1.198 1.422
H 0.642 -2.512 0.348
H -0.455 -1.826 1.544
H -1.909 0.249 0.347
H -2.049 -1.346 -0.525
H -1.663 0.188 -1.371
C -2.226 0.453 3.403
C -0.914 1.172 3.601
C -0.949 2.556 4.188
O 0.126 0.635 3.315
H -2.572 0.014 4.341
H -2.129 -0.349 2.676
H -2.992 1.142 3.035
H -1.413 2.479 5.175
H -1.546 3.204 3.548
H 0.070 2.917 4.295
C 3.830 -3.625 0.083
C 4.869 -2.917 -0.767
C 6.247 -2.797 -0.175
O 4.589 -2.415 -1.823
H 4.105 -3.550 1.134
H 3.786 -4.665 -0.247
H 2.852 -3.166 -0.043
H 6.453 -3.606 0.527
H 6.350 -1.826 0.311
H 7.019 -2.850 -0.944
C -5.843 -0.918 -2.637
C -5.702 -2.432 -2.662
C -4.557 -3.037 -1.884
O -6.491 -3.119 -3.263
H -6.733 -0.604 -2.103
H -5.896 -0.612 -3.683
H -4.936 -0.489 -2.210
H -4.677 -2.759 -0.836
H -3.633 -2.586 -2.266
H -4.478 -4.108 -2.039
C 4.104 0.841 -1.371
C 5.095 1.960 -1.237
C 5.157 2.990 -2.337
O 5.821 2.065 -0.270
H 4.052 0.293 -0.426
H 4.467 0.092 -2.084
H 3.095 1.135 -1.639
H 4.487 2.834 -3.182
H 6.187 2.922 -2.713
H 5.014 4.011 -1.990
C -3.804 2.190 -2.120
C -3.366 3.592 -2.458
C -4.276 4.691 -1.987
O -2.397 3.812 -3.127
H -4.612 1.936 -2.809
H -4.138 2.122 -1.083
H -2.994 1.482 -2.278
H -5.329 4.404 -1.993
H -4.157 5.625 -2.533
H -4.018 4.943 -0.949
C 2.799 1.395 4.990
C 3.337 1.376 3.577
C 3.568 0.013 2.984
O 3.622 2.382 2.980
H 3.632 1.172 5.661
H 2.099 0.561 5.064
H 2.326 2.334 5.254
H 4.344 -0.470 3.590
H 3.990 0.146 1.988
H 2.695 -0.631 2.980
C -0.028 -4.310 3.407
C 1.364 -3.878 3.426
N 2.458 -3.532 3.449
H -0.507 -4.010 2.478
H -0.545 -3.872 4.260
H -0.094 -5.394 3.500
C -7.176 -0.270 0.712
C -5.738 -0.479 0.731
N -4.596 -0.597 0.718
H -7.461 0.444 -0.059
H -7.487 0.182 1.658
H -7.731 -1.196 0.591
C -2.134 -4.831 -0.092
C -1.607 -4.824 -1.450
N -1.185 -4.830 -2.509
H -2.042 -3.835 0.341
H -1.600 -5.563 0.510
H -3.194 -5.085 -0.083
*
```

Its frontier orbital gap is 8.6 eV. Its molar mass is 645.879 g/mol. The calculation puts the HOMO energy at -8.8 eV. As for the SMILES: CC(C)=O.CC(C)=O.CC(C)=O.CC(C)=O.CC(C)=O.CC(C)=O.CC(C)=O.CC(C)=O.CC(C)=O.CC#N.CC#N.CC#N. As for the energy above the lowest of the compared OMol25 structures with the same formula, charge and spin: 17.5 kcal/mol.